Below is a cluster of 2 separate species, C3H8NO5P in total in a non-equilibrium geometry, with properties calculated with ωB97M-V with the def2-TZVPD basis set.

XYZ file:
```
18
Properties=species:S:1:pos:R:3:forces:R:3
C -0.718953 0.794299 -1.287358 0.862 1.084 -0.418
C 3.295190 -1.269327 -0.169245 -2.074 0.296 0.697
C -1.411288 -0.369360 1.829886 -0.124 -0.253 -0.021
N 2.075511 -0.970769 0.267211 -0.455 0.072 -0.059
O 0.920156 -1.486430 -0.188744 0.335 -0.548 -0.468
O 1.909494 -0.101713 1.182888 0.206 0.515 0.544
O -2.278612 -2.462312 0.013761 -0.078 -0.585 0.348
O -0.568662 0.686127 1.779464 0.715 0.410 -0.128
O -1.603073 -0.298329 -1.057965 -0.222 -0.678 0.916
P -1.574262 -1.220447 0.196688 1.433 0.465 -1.062
H -0.914222 1.146844 -2.299197 -0.117 -0.088 0.114
H 0.311396 0.446325 -1.218178 -0.137 -0.030 0.034
H -0.882229 1.594541 -0.566318 -0.093 -0.132 -0.065
H 3.447232 -2.011031 -0.918254 -0.210 -0.265 -0.286
H 4.081576 -0.751586 0.348089 0.033 0.017 -0.045
H -1.161682 -1.154124 2.553475 -0.027 -0.083 -0.117
H -2.444640 -0.029781 2.010308 0.161 -0.100 0.020
H 0.386933 0.386937 1.591864 -0.209 -0.098 -0.004
```
Forces are in eV/Å.

Properties
Net charge = 0
E_HOMO = -8.489 eV
E_tot = -891.278755 Ha
Relative energy (zero: lowest compared OMol25 entry of this formula, charge and spin) = 88.6 kcal per mole
Kohn-Sham gap = 7.73 eV